(1)
168
Properties=species:S:1:pos:R:3:forces:R:3 method="wB97M-V/def2-TZVPD" e_lumo_ev=-4.29 gap_ev=6.42 total_charge=+1 energy_ev=-162878.5555
C 1.816862 0.559783 2.879008 -0.9 0.2 0.1
C 0.631484 -0.143967 2.054529 -1.0 0.9 0.1
C -0.755533 0.469752 2.607263 0.1 -2.5 1.0
O -1.334479 -0.130638 3.545684 1.3 3.1 -2.8
O -1.253190 1.628555 1.956560 1.3 -1.2 2.3
C -1.818063 2.580861 2.896983 -1.8 0.7 -0.2
C -3.408978 2.604398 2.630839 -0.2 0.2 0.8
C -4.125794 1.237444 3.011934 -1.7 -3.3 3.2
C -4.297735 0.761122 4.506260 -1.2 -1.6 -5.7
C -5.022212 -0.606278 4.559223 0.5 0.8 0.6
N -5.551415 -1.420364 3.560651 1.6 2.2 2.0
N -5.396762 -1.005260 2.309734 1.9 3.7 0.9
C -4.725714 0.204820 2.038434 0.9 1.7 -1.4
N -4.582596 0.519841 0.590127 -0.3 -0.9 2.4
H 1.618263 0.361023 3.992554 0.6 0.1 -1.6
H 2.819823 0.135010 2.537330 -1.4 0.8 0.6
H 1.741491 1.698521 2.750109 0.5 -1.7 0.0
H 0.673389 0.028536 0.918228 0.2 -0.3 1.8
H 0.612963 -1.250111 2.322985 -0.1 1.5 -0.5
H -1.625625 2.334266 3.993954 0.0 0.1 -1.6
H -1.423560 3.630723 2.637689 -0.5 -1.7 0.4
H -3.860279 3.416265 3.320330 0.6 -1.4 -1.0
H -3.586720 2.963842 1.566076 0.2 -0.8 1.3
H -3.906781 1.350327 5.396316 -0.7 -1.1 -1.2
H -5.146758 -1.025388 5.623991 0.0 0.6 -2.1
H -5.781404 -1.596948 1.534424 0.7 0.6 0.7
H -4.576653 1.533820 0.438723 0.3 -0.7 0.1
H -3.734948 0.056169 0.238952 -0.5 0.4 0.0
C -6.092630 6.350806 4.630551 0.3 -0.5 0.1
C -7.192706 7.013565 4.262399 0.6 1.5 -0.1
C -8.489819 6.308588 4.049385 -0.7 -0.3 -0.1
O -9.476141 6.946082 3.732447 0.5 0.1 0.1
C -8.518440 4.852482 4.229788 -0.1 0.2 0.0
C -7.418120 4.192276 4.594354 -0.6 -1.0 -0.1
C -6.128969 4.900824 4.833462 0.4 0.8 0.1
O -5.146054 4.262584 5.183582 -0.2 -0.3 -0.2
O -7.426297 2.840162 4.764113 0.6 1.1 -0.1
O -7.174194 8.357248 4.068005 -0.6 -1.4 0.1
H -5.146215 6.850124 4.790313 0.0 0.0 0.0
H -9.460510 4.349936 4.055334 0.0 0.0 0.0
H -6.515046 2.606905 5.028781 -0.2 -0.1 0.1
H -8.086620 8.595797 3.810353 0.1 0.1 0.0
C 4.524420 0.913226 -2.643617 0.1 0.5 -0.1
C 3.499821 0.128030 -2.300767 0.5 -1.3 -0.4
C 2.301280 0.675364 -1.602594 -0.3 0.6 0.3
O 1.372826 -0.068885 -1.320704 0.1 -0.2 -0.1
C 2.288891 2.103410 -1.274816 -0.3 -0.6 0.0
C 3.315294 2.887942 -1.614437 -0.5 1.5 0.6
C 4.501867 2.345256 -2.337542 0.7 -0.7 -0.5
O 5.411978 3.095750 -2.647780 -0.4 0.2 0.2
O 3.320199 4.212450 -1.315470 0.4 -1.6 -0.7
O 3.506722 -1.201986 -2.575245 0.1 1.6 1.2
H 5.397677 0.529427 -3.151717 -0.1 0.0 0.1
H 1.421380 2.484551 -0.752491 0.0 0.0 0.0
H 4.166724 4.556346 -1.664933 -0.1 0.3 0.3
H 2.660575 -1.542306 -2.231709 0.1 -0.1 -0.3
C -1.040280 -2.978889 -5.971181 -0.1 -0.2 -0.4
C -0.323890 -2.550913 -4.929995 -1.1 0.3 0.8
C 1.164290 -2.487157 -4.982652 0.8 -0.1 -0.4
O 1.782641 -2.072274 -4.015721 -1.0 -0.4 -0.4
C 1.828675 -2.936037 -6.206813 -0.1 0.3 0.6
C 1.115206 -3.368630 -7.251481 1.1 -0.4 -1.1
C -0.380382 -3.406337 -7.209120 -0.7 0.0 0.2
O -1.018789 -3.789847 -8.182432 0.8 -0.1 0.9
O 1.724958 -3.788852 -8.384693 -1.2 0.1 1.2
O -0.924251 -2.153046 -3.774340 1.0 -0.2 -0.7
H -2.120876 -3.027427 -5.944536 0.0 0.0 0.0
H 2.909597 -2.901370 -6.223934 0.0 0.0 0.0
H 1.003739 -4.047257 -8.990954 0.2 0.2 -0.3
H -0.194181 -1.888837 -3.179779 -0.1 0.0 0.0
C -5.188840 -5.380926 -2.306468 0.2 -0.2 0.0
C -5.458093 -4.264823 -1.626651 -1.0 0.4 -0.7
C -4.658900 -3.871793 -0.430407 0.7 -0.5 0.4
O -4.921665 -2.830776 0.158593 -0.4 0.2 -0.1
C -3.579999 -4.762496 -0.000677 -0.4 0.7 0.1
C -3.311708 -5.881952 -0.678521 1.2 -0.6 0.8
C -4.092497 -6.261967 -1.890743 -0.5 -0.2 -0.7
O -3.808445 -7.279515 -2.494025 0.2 0.2 0.4
O -2.316212 -6.718649 -0.290361 -1.2 0.6 -0.9
O -6.474498 -3.438353 -1.999749 1.0 -0.3 0.8
H -5.759217 -5.676457 -3.176984 0.0 0.0 0.0
H -3.019938 -4.473988 0.878955 0.0 0.0 0.0
H -2.322663 -7.449826 -0.939713 0.1 0.0 0.1
H -6.464161 -2.705487 -1.355828 -0.1 -0.1 -0.2
C 10.386708 0.712380 -0.035696 0.2 0.3 0.0
C 9.219064 0.137401 -0.331538 0.3 -1.2 0.6
C 8.153180 0.876448 -1.067466 -0.4 0.6 -0.4
O 7.105092 0.311987 -1.337176 0.4 -0.2 0.3
C 8.412778 2.271348 -1.436418 -0.3 -0.3 0.0
C 9.579496 2.847342 -1.137348 -0.3 1.2 -0.5
C 10.655392 2.100142 -0.425902 0.5 -0.5 0.4
O 11.714471 2.652846 -0.185708 -0.4 0.2 -0.2
O 9.834162 4.141440 -1.470746 0.3 -1.2 0.5
O 8.953793 -1.148870 0.025985 -0.4 1.2 -0.6
H 11.168928 0.186789 0.495672 0.0 0.0 0.0
H 7.624645 2.801640 -1.954399 0.0 0.0 0.0
H 10.739476 4.319202 -1.148405 -0.1 0.0 -0.1
H 8.050196 -1.329994 -0.302155 0.1 -0.2 0.0
C 0.610690 -2.957524 7.136905 0.1 -0.3 0.1
C -0.140709 -2.401842 6.182884 0.4 1.3 0.2
C -1.038037 -3.229908 5.321718 -0.3 -0.6 -0.3
O -1.726961 -2.692216 4.472462 0.1 0.0 0.3
C -1.049160 -4.680670 5.536022 -0.1 0.4 -0.2
C -0.294285 -5.234010 6.487742 -0.4 -1.4 -0.2
C 0.579937 -4.405605 7.365345 0.5 0.5 0.5
O 1.240962 -4.943487 8.235594 -0.3 -0.2 -0.3
O -0.293157 -6.577606 6.695434 0.4 1.3 0.3
O -0.114702 -1.054796 5.963275 -0.5 -1.4 -0.2
H 1.263208 -2.370687 7.769621 0.0 0.0 0.0
H -1.689630 -5.270826 4.894412 0.0 0.0 0.0
H 0.329002 -6.725851 7.434677 -0.1 -0.1 -0.1
H -0.737375 -0.884932 5.224189 0.2 0.0 -0.1
C 4.940893 9.746132 -2.171811 -0.1 0.3 0.2
C 5.032186 8.414552 -2.170907 0.4 -0.1 -1.3
C 4.713769 7.614725 -0.952997 -0.2 -0.1 0.7
O 4.789595 6.397554 -0.993303 0.2 0.3 -0.3
C 4.321684 8.336326 0.260595 0.1 -0.4 -0.2
C 4.233718 9.668430 0.260752 -0.4 0.2 1.4
C 4.525289 10.466534 -0.964268 0.2 0.4 -0.8
O 4.416730 11.679239 -0.931869 -0.1 -0.3 0.4
O 3.873689 10.351790 1.379594 0.4 -0.1 -1.3
O 5.419175 7.732416 -3.283384 -0.4 0.1 1.3
H 5.166776 10.337971 -3.048775 0.0 0.0 0.0
H 4.110722 7.745487 1.141746 0.0 0.0 0.0
H 3.882653 11.294737 1.122126 0.0 -0.1 0.1
H 5.405199 6.789607 -3.029052 0.1 0.1 -0.1
C -0.007026 -2.680519 -12.906986 0.1 -0.1 0.5
C -0.861322 -2.425474 -13.899729 0.9 -0.1 -1.1
C -2.297626 -2.133990 -13.631829 -0.8 0.1 0.3
O -3.044907 -1.886772 -14.561759 0.4 -0.1 -0.1
C -2.756618 -2.162413 -12.240201 0.0 0.0 -0.4
C -1.904007 -2.421346 -11.244037 -1.1 0.2 1.4
C -0.460896 -2.685394 -11.513677 0.4 -0.1 -0.6
O 0.296742 -2.899007 -10.587233 0.0 0.0 0.1
O -2.334592 -2.450135 -9.947533 1.3 0.2 -1.3
O -0.455227 -2.419971 -15.196824 -0.9 0.1 1.0
H 1.038658 -2.891112 -13.087852 0.0 0.0 0.0
H -3.805294 -1.966505 -12.062019 0.0 0.0 0.0
H -1.551988 -2.659552 -9.374066 -0.8 -0.1 -0.6
H -1.254457 -2.208888 -15.718339 0.1 0.0 0.0
C -8.640420 1.963101 7.671073 0.4 -0.3 -0.1
C -9.669187 2.201852 8.487574 -0.4 1.4 -0.4
C -10.135460 1.178537 9.467374 -0.3 -0.6 0.5
O -11.064688 1.436059 10.209816 0.2 0.3 -0.4
C -9.444951 -0.116364 9.489745 -0.2 0.2 0.1
C -8.418563 -0.353269 8.670087 0.2 -1.2 0.4
C -7.936957 0.681317 7.711015 -0.1 0.7 -0.3
O -6.981699 0.442143 6.986303 0.1 -0.3 0.1
O -7.769446 -1.550423 8.678063 -0.2 1.2 -0.5
O -10.332689 3.387346 8.459276 0.3 -1.3 0.4
H -8.289931 2.695923 6.957961 -0.1 -0.1 0.0
H -9.803427 -0.856780 10.192175 0.0 0.0 0.0
H -7.070873 -1.471290 8.001502 -0.1 -0.1 0.1
H -11.029044 3.312092 9.141398 0.0 0.1 -0.1
C 9.238287 -4.879885 -0.231999 -0.4 0.2 -0.2
C 10.118246 -5.883832 -0.241134 0.6 0.3 1.2
C 10.167110 -6.864245 -1.363674 0.0 -0.5 -0.6
O 10.995823 -7.756691 -1.347675 -0.1 0.3 0.3
C 9.196705 -6.711273 -2.452774 0.3 -0.2 0.2
C 8.315074 -5.709481 -2.441348 -0.6 -0.4 -1.1
C 8.284763 -4.713884 -1.332610 0.2 0.4 0.7
O 7.476337 -3.800586 -1.365464 0.0 -0.2 -0.3
O 7.406642 -5.555774 -3.443486 0.5 0.4 1.1
O 11.007595 -6.052771 0.773623 -0.6 -0.3 -1.2
H 9.193878 -4.160549 0.575004 0.0 0.0 0.0
H 9.230720 -7.439044 -3.252313 0.0 0.0 0.0
H 6.888158 -4.762902 -3.204429 0.0 -0.1 -0.1
H 11.530721 -6.842078 0.531856 0.0 0.1 0.1

(2)
12
Properties=species:S:1:pos:R:3:forces:R:3 method="wB97M-V/def2-TZVPD" e_lumo_ev=0.85 gap_ev=12.09 smiles=CCCC#N de_lowest_kcal_mol=10.7 energy_ev=-5750.9515
C 0.238252 -1.577079 0.154246 0.1 -0.3 0.0
C -0.553918 -0.318570 -0.149070 0.1 -0.1 -0.1
C 0.279058 0.907512 0.194408 2.9 -0.3 -1.1
C -0.206649 2.145992 -0.258027 -1.6 1.6 -0.2
N -0.568867 3.152143 -0.668882 -0.1 0.4 -0.2
H -0.342829 -2.469257 -0.088867 0.1 0.0 0.1
H 1.159942 -1.608842 -0.433849 -0.1 0.0 0.0
H 0.518003 -1.624554 1.212112 -0.1 0.0 -0.1
H -0.844177 -0.295619 -1.203482 0.1 0.1 0.1
H -1.484147 -0.316479 0.428305 0.1 0.2 0.0
H 0.509172 0.978506 1.262359 0.2 -0.2 -0.2
H 1.296160 1.026247 -0.449253 -1.6 -1.4 1.7

(3)
16
Properties=species:S:1:pos:R:3:forces:R:3 method="wB97M-V/def2-TZVPD" e_lumo_ev=1.13 gap_ev=12.77 smiles=CC.CC de_lowest_kcal_mol=4.5 energy_ev=-4342.3324
C 1.151660 1.651175 -1.964130 0.0 0.0 -0.1
C -0.274809 1.134039 -1.735160 0.5 0.2 -0.4
H 1.257025 2.180854 -2.913691 -0.1 0.0 0.1
H 1.478228 2.333116 -1.182619 0.0 0.0 0.1
H 1.847015 0.814813 -1.993992 0.1 0.0 0.0
H -0.634967 0.705716 -2.677398 -0.2 0.1 0.3
H -0.930123 1.941965 -1.401848 -0.1 -0.2 -0.1
H -0.253697 0.350506 -0.983931 -0.2 0.0 0.1
C -1.073915 -1.884027 1.802523 0.2 1.0 -0.6
C 0.119694 -0.919449 1.957185 0.7 -0.3 -0.2
H -0.720591 -2.866169 1.504130 -0.1 -0.3 0.5
H -1.708344 -1.864309 2.688748 0.1 -0.5 -0.1
H -1.685405 -1.558315 0.953903 -0.1 0.1 0.2
H 0.018639 -0.178121 2.746480 -0.3 0.0 0.0
H 0.354356 -0.388132 1.032193 -0.3 0.1 0.0
H 1.055233 -1.453663 2.167607 -0.3 -0.1 0.2